(1)
Computed, not measured: a single C9H11ClO2 molecule in a non-equilibrium geometry, with wB97M-V/def2-TZVPD.

Positions of all 23 atoms, in Å:
C1 -0.54979 2.80579 1.19290
H1 1.70205 0.51826 1.55732
O1 -2.75391 0.92601 0.41401
H2 -2.76948 1.80110 0.73336
H3 -0.04896 0.33030 1.69602
H4 -0.25040 -1.57089 -2.89364
H5 -1.70508 -1.16571 -0.66679
H6 -0.07525 -2.76871 -1.49145
O2 2.38031 -3.13840 -0.05575
C2 0.33597 -0.72410 -0.98884
C3 1.04201 -1.13545 0.29715
C4 0.95706 -0.28705 1.60857
C5 1.76657 -2.20901 0.12482
H7 1.28970 -2.13836 -2.27198
C6 -0.58284 1.99366 0.09119
H8 -0.09709 3.74634 1.31549
H9 0.00824 2.21959 -0.87095
C7 -1.42074 0.77572 0.02028
C8 -1.04004 -0.30468 -0.66880
Cl1 1.44777 0.52667 -1.73389
C9 0.30132 -1.83213 -1.94712
H10 1.16420 -0.92638 2.44095
H11 -1.10161 2.55745 2.09714

Atomic forces in eV per Å
-1.2 -2.0 -1.3
0.1 -0.3 0.1
1.6 -1.8 -0.5
-0.5 1.8 0.7
2.0 -2.1 0.0
0.3 -0.3 1.1
-0.2 0.3 -0.3
-0.5 0.6 -0.2
2.0 -3.1 -0.6
0.9 0.5 1.3
-1.0 1.0 0.9
-0.9 1.0 -1.7
-1.5 2.7 1.3
0.3 0.3 -0.1
0.8 2.1 0.4
1.0 0.9 -0.6
-1.1 -0.2 1.9
-0.8 0.5 -1.4
-0.7 -0.1 1.1
-0.1 0.5 -0.5
-0.3 -1.9 -2.3
-0.1 -0.2 0.7
-0.1 -0.4 -0.1

Summary:
- HOMO level (eV) = -8.55
- ΔE to the lowest compared entry with this formula, charge and spin (kJ/mol) = 84.10

(2)
Computed, not measured: 7 unconnected molecules or ions with the total composition C57H72F3N8O20P3S2 in a non-equilibrium geometry, with wB97M-V/def2-TZVPD.

Positions of all 165 atoms, in Å:
H1 -1.75613 2.21717 -3.97036
O1 -1.48304 0.08876 -1.10492
C1 8.66735 -6.25358 1.79303
H2 2.08516 7.51988 1.15142
O2 -0.20457 9.66490 0.62949
C2 -1.60192 -6.03227 -1.41586
C3 -1.39176 2.06972 -2.84261
C4 1.82842 6.84094 2.07998
H3 0.74929 1.01857 2.34765
H4 -5.04898 11.33477 -1.86665
C5 -4.13721 10.72402 1.35791
H5 -1.28161 -2.30963 5.49338
H6 2.63500 -3.89969 9.01161
H7 1.81717 -3.10865 -1.45821
H8 -1.78743 -2.34399 3.36434
C6 -9.36926 1.68260 -5.84191
C7 7.65248 1.13812 -2.85095
H9 -0.65355 -1.67073 7.15302
N1 -3.62196 1.27504 -1.73066
O3 -4.06329 -9.65198 0.90148
C8 4.37915 -4.28421 7.80292
H10 3.39541 -3.85682 0.44023
H11 -3.45379 -0.03081 -3.93542
H12 -2.84293 1.84295 1.53865
H13 -6.20049 2.90412 -5.57690
H14 9.67587 -6.64275 1.91424
C9 2.40035 3.05815 0.27206
H15 7.72491 -8.12771 2.28739
N2 4.07971 0.39146 -1.95340
H16 -0.15486 6.25597 3.18617
H17 -3.92729 -7.19952 0.77101
H18 5.41916 -7.25322 2.02415
C10 -4.19041 2.32803 -2.63905
H19 -4.81131 -3.93513 -4.06371
O4 6.74151 -4.61602 5.12550
O5 5.78944 -2.64161 0.74201
O6 1.15522 -3.86426 -1.35705
C11 -2.80608 10.35449 1.15557
C12 -1.10505 -7.24182 -1.90446
H20 0.40516 3.30780 -0.96478
C13 -2.27151 -1.80686 -2.90925
H21 2.09179 2.65347 1.32972
C14 2.41209 5.28470 1.91578
P1 -0.78276 -3.24821 2.78882
N3 -3.96028 -3.78923 -3.44304
C15 -0.53317 -2.80557 0.94879
C16 -1.61584 -8.45115 -1.42877
H22 -1.19522 -5.09187 -1.78387
H23 2.64770 -3.95524 2.24267
H24 5.67428 -1.35896 -0.62019
H25 1.84857 4.64774 2.72249
C17 -8.95219 3.36181 -7.52800
H26 8.13799 -1.49241 -0.74192
H27 5.04580 -4.89929 1.37445
C18 -3.06682 -2.70382 -4.07122
N4 6.30744 -4.65408 6.28575
H28 -0.31646 -7.24169 -2.65370
C19 -4.57287 0.16488 -1.39468
O7 -2.65626 -10.75650 -0.36888
H29 -10.83132 2.28986 -7.29389
H30 -2.32429 3.14999 -0.28936
C20 2.76746 -3.57843 5.62300
C21 2.54717 -3.50561 1.16577
N5 -3.15426 -9.70563 0.05976
O8 -0.87207 -2.25370 -2.94179
H31 1.83332 2.45800 -1.85158
H32 2.48158 -2.31987 1.27756
C22 -1.27248 -1.35334 6.18288
H33 2.28917 7.37853 3.03913
C23 -2.43588 -0.23902 -3.35721
O9 6.98066 -4.97379 7.27684
H34 -3.76953 -2.05332 -4.74824
C24 4.90179 -4.29117 6.50231
C25 1.24904 2.51226 -0.81178
O10 -1.71738 -3.20554 0.11694
O11 -4.87479 2.15009 -3.77056
C26 -4.93792 11.07821 0.27092
C27 -9.81632 2.43496 -6.92992
C28 7.16890 -4.43380 1.26425
F1 -3.99878 3.76279 -2.20745
C29 -0.81213 0.80669 -0.03083
H35 -7.73017 1.27359 -4.50361
O12 -5.44378 -0.42513 -2.26156
H36 -0.28477 1.63696 -2.95998
C30 5.54518 0.32117 -1.99747
H37 -2.83629 -1.99536 -1.90305
H38 1.54239 0.57137 0.31738
P2 -1.69953 2.29193 0.72869
H39 -6.96224 4.24276 -7.50830
H40 -2.29922 -3.30567 -4.75539
C31 0.18103 6.88073 2.25086
H41 -2.69590 10.68936 -2.25407
H42 2.13625 -3.30392 4.78070
C32 -2.62885 -8.43776 -0.46074
O13 -0.44372 10.02268 -1.52185
C33 6.25986 1.22362 -2.79639
H43 -1.58790 -0.04710 -4.17630
S1 -1.25732 0.59684 3.94737
O14 3.52127 1.24716 -2.65481
H44 -2.35013 -1.09596 6.56227
H45 -4.55023 10.73900 2.36426
H46 0.62031 -0.73625 3.01464
H47 0.91649 0.35165 -1.44152
C34 7.60860 -0.73335 -1.31387
H48 -1.36867 -4.59045 2.90413
H49 8.21609 1.83215 -3.47056
H50 3.54757 5.35364 2.26944
O15 -0.00647 -1.48449 0.65514
H51 5.75229 1.98994 -3.37852
H52 3.49188 2.77130 -0.04474
N6 -0.87778 9.98461 -0.36160
O16 0.53271 -3.26202 3.66422
F2 -2.18821 -0.62065 1.50775
C35 4.09801 -3.94348 5.40846
H53 4.48933 -3.94934 4.39328
C36 -0.03913 0.14572 2.55336
C37 6.06357 -5.26657 1.48672
C38 2.28198 4.72146 0.37954
H54 -2.19512 10.08123 2.01313
C39 -0.77047 -0.36306 1.18141
C40 3.04802 -3.91468 8.00526
H55 1.21156 -3.26764 7.08162
C41 -7.21069 2.77515 -5.95955
O17 -10.59548 4.01707 -9.02999
H56 -0.29663 6.39736 1.29295
C42 6.21606 -0.65584 -1.24904
H57 -0.56358 -2.29009 -3.90881
C43 -8.07187 1.85672 -5.35707
S2 -0.68338 3.47681 1.87064
C44 8.47301 -4.92188 1.42089
C45 -2.22608 0.83603 -2.07982
H58 9.40777 0.09146 -2.16654
C46 -2.61634 -6.02180 -0.45722
H59 -2.99944 -5.07507 -0.08239
O18 3.48476 -0.41223 -1.22003
H60 -1.21572 -9.38536 -1.81725
H61 1.24471 5.11195 -0.03922
N7 -9.42351 4.17179 -8.65772
C47 -3.13699 -7.22464 0.02392
H62 4.99011 -4.55747 8.66048
H63 0.60970 -0.53204 5.19213
H64 3.13438 5.26841 -0.25011
H65 -0.22530 0.75259 6.30171
H66 -1.43948 3.08514 -2.27169
C48 -4.41777 11.06027 -1.02435
F3 -4.69793 -0.35302 0.01973
H67 -5.97366 11.37106 0.43427
H68 9.33981 -4.28526 1.25625
C49 7.56853 -7.08800 2.00501
C50 8.32245 0.15941 -2.11483
H69 -10.03350 0.96272 -5.36884
N8 6.95827 -3.04109 0.85136
C51 -2.28344 10.34753 -0.14504
C52 -3.08721 10.69522 -1.23889
H70 -2.54197 -3.24443 0.68809
C53 6.27049 -6.59714 1.85573
C54 -0.45454 -0.09910 5.51075
C55 -7.64548 3.53114 -7.04989
O19 7.96060 -2.34599 0.63179
C56 0.75364 1.00196 -0.45284
H71 -0.22739 7.98844 2.38576
H72 -4.35202 -3.44145 -2.53886
P3 0.86029 -4.03795 0.34870
C57 2.24730 -3.56049 6.91827
O20 -8.62301 4.96720 -9.17176

Atomic forces in eV per Å
0.4 -0.3 2.7
-1.7 2.3 -0.1
-0.4 0.2 -0.1
-0.3 -1.5 1.8
-1.0 0.6 -1.5
0.0 0.0 0.0
0.4 -0.5 -0.1
-0.7 0.4 0.2
-2.1 -1.8 0.3
0.2 -0.1 0.1
0.2 0.0 -0.4
0.0 2.1 1.3
0.1 0.0 -0.2
-1.3 -1.1 -0.1
0.6 -0.7 -0.9
0.3 0.3 -0.2
-0.2 -0.2 0.2
-1.3 0.7 -2.0
-2.3 0.3 1.0
1.3 -0.1 -1.2
0.0 0.0 -0.1
-1.6 0.8 1.4
2.1 -0.4 1.6
0.8 -0.2 -1.3
-0.3 0.0 -0.1
-0.2 0.1 0.0
-1.5 1.3 0.0
0.0 0.2 0.0
-0.8 0.0 0.0
0.7 1.1 -1.8
0.2 -0.3 -0.2
0.2 0.2 0.0
-3.8 0.4 -5.6
1.5 0.3 1.0
-0.5 -0.1 1.6
1.6 -0.9 0.6
1.0 1.9 2.6
0.0 0.0 -0.1
-0.4 0.0 0.3
1.5 -1.6 0.6
-1.3 -0.3 -2.6
0.9 0.6 -2.0
0.4 1.3 0.6
2.5 -0.3 2.9
-0.7 1.1 -0.4
0.4 -0.1 -1.7
0.0 0.0 0.1
-0.1 -0.2 0.1
-0.3 0.7 -2.2
0.1 0.6 -0.4
1.0 0.9 -1.8
0.3 -0.5 0.8
-0.3 0.9 -1.0
0.4 0.1 0.0
-0.7 -0.5 -0.1
1.2 -0.3 0.0
-0.2 0.0 0.2
-5.9 -3.9 -3.8
-0.8 1.5 0.6
0.3 0.2 -0.1
0.4 -1.4 0.5
0.3 0.0 0.2
-0.6 1.6 0.0
-0.4 -1.1 0.4
-1.0 0.8 -0.8
-1.5 0.1 2.2
0.7 -2.5 -0.3
0.7 -0.2 0.9
-0.8 -1.3 -2.1
0.9 -0.3 -0.5
-0.9 0.5 -1.5
1.7 -0.9 1.1
-0.9 0.2 0.1
1.8 0.2 -0.7
0.7 1.0 2.4
5.0 1.2 8.4
0.1 0.0 0.0
0.0 0.0 0.0
0.1 -0.9 0.2
-0.1 -4.9 -0.9
1.7 -2.4 0.9
0.0 0.1 -0.2
6.5 4.5 6.4
-2.5 1.2 0.5
1.1 0.0 0.0
1.8 0.1 -1.6
-2.0 0.8 -1.4
-1.2 1.4 0.6
-0.3 -0.1 0.0
-1.4 1.6 1.5
0.3 -0.1 -0.1
0.1 -0.1 0.4
0.2 -0.1 0.3
0.4 0.8 -0.3
-0.6 -0.1 1.7
0.0 0.1 0.0
-1.7 -0.4 1.9
1.1 -0.6 0.1
0.7 -1.3 0.9
2.0 -0.4 -1.0
0.1 0.0 -0.2
-1.5 1.6 -1.3
-0.6 1.2 2.4
0.2 0.6 -0.9
0.2 1.2 -0.8
-0.2 -0.1 0.1
-2.3 -0.4 -0.9
-3.2 0.1 1.2
0.0 -0.3 0.2
-2.2 0.3 0.7
1.4 -0.4 -0.2
-3.4 0.4 -2.7
2.8 -0.4 -1.0
0.0 0.0 0.2
0.1 0.0 0.3
1.6 -0.7 0.7
0.1 0.0 0.0
0.3 0.6 0.3
0.0 0.0 -0.4
-0.1 1.9 0.5
0.2 0.0 -0.4
0.2 -0.1 -0.1
-0.3 0.0 -0.2
1.7 0.2 0.5
0.8 1.0 1.9
-0.3 0.2 -0.3
-1.0 0.2 2.1
0.0 0.1 -0.1
0.5 -0.1 0.1
0.0 0.0 0.0
1.9 -1.0 -4.5
-0.2 0.0 0.0
0.0 -0.6 -0.1
0.0 -0.5 -0.2
0.6 1.1 -1.0
-0.2 0.1 0.2
2.1 -1.0 0.8
-0.4 0.8 -1.1
0.1 0.0 0.0
0.0 0.0 -0.4
-2.3 1.0 0.6
-1.8 -1.3 1.3
-0.8 -1.7 -1.8
0.3 -1.9 -1.1
0.2 -0.1 0.3
1.3 2.3 -4.5
0.2 -0.1 0.0
-0.4 0.0 0.0
0.0 0.2 0.0
-0.3 0.1 -0.1
0.1 0.2 -0.1
-0.1 0.5 0.0
-1.0 0.3 0.2
0.0 0.0 0.1
1.5 0.4 -0.8
0.3 0.3 -0.1
1.4 -1.2 0.5
-0.1 0.0 0.0
-1.5 -1.9 1.9
1.0 0.3 -1.2
1.0 -2.4 -0.4
0.4 -0.2 -1.1
0.9 -1.8 -0.6
0.2 -0.1 0.0
-1.2 -1.2 0.7

Summary:
- HOMO level (eV) = -8.53